one:
{"formula": "C5H10O4", "method": "ωB97M-V/def2-TZVPD", "symbols": ["C", "C", "O", "C", "O", "C", "O", "C", "O", "H", "H", "H", "H", "H", "H", "H", "H", "H", "H"], "coordinates": [[2.0814, -1.0103, 0.3236], [1.4247, 0.3488, 0.5503], [2.3485, 1.4111, 0.3830], [0.3274, 0.6187, -0.4682], [-0.4865, -0.5385, -0.5596], [-1.6960, -0.3464, -1.2082], [-2.7657, -0.7458, -0.3583], [-2.9167, -0.0025, 0.7487], [-2.3850, 1.0633, 0.9632], [2.1769, -1.2038, -0.7414], [3.0700, -1.0160, 0.7767], [1.4764, -1.7976, 0.7625], [0.9593, 0.3912, 1.5377], [3.0506, 1.2893, 1.0196], [-0.2582, 1.4783, -0.1472], [0.8003, 0.8466, -1.4264], [-1.8232, 0.6821, -1.5397], [-1.7610, -1.0120, -2.0649], [-3.6233, -0.4566, 1.4485]], "mol_weight_g_mol": 134.13, "homo_lumo_gap_ev": 11.3, "total_charge": 0, "e_lumo_ev": 0.92, "multiplicity": 1, "homo_energy_ev": -10.386}


two:
{"formula": "C5H10O4", "method": "ωB97M-V/def2-TZVPD", "symbols": ["C", "C", "C", "O", "H", "H", "H", "H", "H", "H", "C", "C", "O", "O", "O", "H", "H", "H", "H"], "coordinates": [[-2.5716, 0.7074, -0.1656], [-1.4024, -0.1689, -0.4275], [-0.9775, -1.2338, 0.4786], [-0.2578, -0.0610, 0.8181], [-3.3806, 0.4184, -0.8456], [-2.9080, 0.6313, 0.8689], [-2.3074, 1.7414, -0.3931], [-1.0562, -0.2083, -1.4521], [-1.6758, -1.5316, 1.2578], [-0.3779, -2.0436, 0.0735], [2.1719, 1.0200, 0.9382], [1.4714, 0.2098, -0.1223], [1.0941, 0.6821, -1.2103], [2.0141, -1.0750, -0.1250], [1.6783, -1.7701, -1.3322], [1.4358, 1.6531, 1.4213], [2.9168, 1.6540, 0.4584], [2.6358, 0.3845, 1.6910], [1.4970, -1.0099, -1.9322]], "mol_weight_g_mol": 134.13, "homo_lumo_gap_ev": 10.9, "total_charge": 0, "e_lumo_ev": 0.89, "multiplicity": 1, "homo_energy_ev": -10.022}


Pick one: it beats the second-best structure by 4.031 eV.


one:
{"formula": "C20H26N2O7", "method": "ωB97M-V/def2-TZVPD", "symbols": ["C", "O", "C", "C", "C", "C", "N", "C", "O", "N", "C", "C", "C", "C", "O", "O", "C", "C", "C", "C", "C", "O", "C", "C", "O", "C", "C", "O", "C", "H", "H", "H", "H", "H", "H", "H", "H", "H", "H", "H", "H", "H", "H", "H", "H", "H", "H", "H", "H", "H", "H", "H", "H", "H", "H"], "coordinates": [[1.7228, 3.1034, 4.0873], [0.7387, 2.5769, 3.2240], [0.8842, 1.3664, 2.6271], [-0.2078, 1.0042, 1.8334], [-0.2336, -0.1904, 1.1475], [-1.4429, -0.5594, 0.3066], [-2.6332, -0.6683, 1.1325], [-3.5500, 0.3029, 1.3225], [-4.4073, 0.2752, 2.1768], [-3.4863, 1.3410, 0.4027], [-2.6436, 1.3790, -0.6803], [-2.9415, 2.4785, -1.6428], [-1.6509, 0.4649, -0.7905], [-0.7068, 0.4196, -1.9030], [-0.7215, 1.1200, -2.8936], [0.2459, -0.5138, -1.6922], [1.1493, -0.7568, -2.7547], [0.7095, -2.0104, -3.5418], [1.5047, -2.1483, -4.8461], [0.6775, -1.3118, -5.8315], [-0.6960, -1.1775, -5.1428], [-0.6358, -1.9285, -3.9403], [0.8516, -1.0513, 1.2326], [1.9575, -0.7059, 1.9915], [3.0794, -1.4797, 2.0910], [3.1551, -2.6550, 1.3234], [1.9808, 0.5023, 2.7179], [3.0981, 0.8488, 3.4571], [3.4108, -0.0021, 4.5426], [2.6916, 3.1888, 3.5927], [1.8297, 2.5011, 4.9931], [1.3574, 4.0942, 4.3580], [-1.0341, 1.6949, 1.7855], [-1.2662, -1.5403, -0.1522], [-2.6240, -1.3906, 1.8367], [-4.2222, 2.0290, 0.4749], [-3.9339, 2.3345, -2.0688], [-2.9299, 3.4352, -1.1218], [-2.2113, 2.4920, -2.4433], [2.1339, -0.9162, -2.3090], [1.1705, 0.1167, -3.4136], [0.7866, -2.8841, -2.8870], [1.5237, -3.1941, -5.1512], [2.5271, -1.7920, -4.7422], [1.1241, -0.3309, -5.9856], [0.5923, -1.8034, -6.7983], [-1.5130, -1.5950, -5.7349], [-0.9245, -0.1301, -4.9124], [0.8289, -1.9739, 0.6775], [2.4011, -3.3871, 1.6306], [4.1480, -3.0622, 1.5103], [3.0446, -2.4451, 0.2551], [4.2485, 0.4705, 5.0531], [3.7024, -0.9985, 4.2061], [2.5632, -0.0877, 5.2327]], "mol_weight_g_mol": 406.43, "homo_lumo_gap_ev": 8.9, "total_charge": 0, "e_lumo_ev": 0.56, "multiplicity": 1, "homo_energy_ev": -8.305}


two:
{"formula": "C20H26N2O7", "method": "ωB97M-V/def2-TZVPD", "symbols": ["C", "O", "C", "O", "C", "C", "C", "O", "C", "C", "O", "C", "C", "C", "N", "C", "O", "C", "C", "C", "C", "C", "N", "C", "O", "C", "C", "C", "O", "H", "H", "H", "H", "H", "H", "H", "H", "H", "H", "H", "H", "H", "H", "H", "H", "H", "H", "H", "H", "H", "H", "H", "H", "H", "H"], "coordinates": [[-0.3592, -4.0594, 0.5303], [0.7709, -3.2104, 0.4017], [0.6092, -1.9408, 0.7673], [-0.4303, -1.5387, 1.2733], [1.7926, -1.1146, 0.5016], [2.9744, -1.7186, 0.0700], [4.1229, -1.0055, -0.2262], [5.1793, -1.7787, -0.6071], [6.3623, -1.2073, -1.1196], [4.0918, 0.4020, -0.0932], [5.2194, 1.1103, -0.3778], [5.1854, 2.5162, -0.2752], [2.9190, 1.0099, 0.3290], [1.7710, 0.2865, 0.6351], [0.6110, 0.9121, 1.0629], [0.2980, 2.2364, 1.0743], [1.0524, 3.1339, 0.7626], [-1.1253, 2.4887, 1.5435], [-2.1710, 1.8086, 0.6537], [-2.0223, 2.2265, -0.8108], [-3.2703, 1.9682, -1.6565], [-3.5077, 0.5032, -2.0238], [-3.7758, -0.3431, -0.8772], [-3.0347, -1.4738, -0.6092], [-2.1444, -1.8872, -1.3070], [-3.5426, -2.0680, 0.6839], [-4.7436, -1.2134, 1.0661], [-4.8178, -0.1383, 0.0004], [-5.6343, 0.7404, -0.0906], [-0.0176, -5.0569, 0.2665], [-1.1429, -3.7271, -0.1538], [-0.7368, -4.0424, 1.5553], [3.0135, -2.7895, -0.0395], [6.9749, -2.0559, -1.4240], [6.8951, -0.6272, -0.3636], [6.1631, -0.5745, -1.9871], [4.9876, 2.8393, 0.7506], [6.1779, 2.8496, -0.5752], [4.4368, 2.9505, -0.9433], [2.8675, 2.0795, 0.4325], [-0.1170, 0.2441, 1.3157], [-1.2825, 3.5683, 1.5435], [-1.2230, 2.1253, 2.5692], [-2.0808, 0.7255, 0.7457], [-3.1635, 2.0933, 1.0115], [-1.8129, 3.2982, -0.8411], [-1.1651, 1.7143, -1.2539], [-3.1754, 2.5142, -2.5970], [-4.1507, 2.3494, -1.1372], [-2.6284, 0.0781, -2.5151], [-4.3634, 0.4428, -2.7044], [-2.7285, -2.0126, 1.4093], [-3.7880, -3.1199, 0.5392], [-5.6799, -1.7721, 1.0723], [-4.6405, -0.7392, 2.0424]], "mol_weight_g_mol": 406.43, "homo_lumo_gap_ev": 8.5, "total_charge": 0, "e_lumo_ev": 0.64, "multiplicity": 1, "homo_energy_ev": -7.807}


Pick two: it beats the second-best structure by 2.071 eV.


one:
{"formula": "C4H7ClFN", "method": "ωB97M-V/def2-TZVPD", "symbols": ["F", "C", "C", "N", "C", "C", "Cl", "H", "H", "H", "H", "H", "H", "H"], "coordinates": [[-0.6543, -0.5373, -2.4922], [0.1373, 0.3161, -1.6658], [0.8802, -0.2462, -0.5165], [1.2141, 0.5918, 0.6467], [0.4334, -0.6351, 0.8454], [-0.8882, -0.1459, 1.3627], [-2.4829, -1.0800, 0.9877], [0.9037, 0.8919, -2.2228], [-0.6340, 1.0636, -1.4055], [1.4806, -1.0528, -0.7945], [0.7005, 1.4254, 0.5780], [0.8388, -1.4632, 1.3567], [-1.0395, 0.8491, 0.7909], [-0.8896, 0.0227, 2.5291]], "mol_weight_g_mol": 123.56, "homo_lumo_gap_ev": 10.8, "total_charge": 0, "e_lumo_ev": 0.94, "multiplicity": 1, "homo_energy_ev": -9.839}


two:
{"formula": "C4H7ClFN", "method": "ωB97M-V/def2-TZVPD", "symbols": ["C", "C", "C", "C", "H", "H", "H", "H", "H", "H", "H", "N", "F", "Cl"], "coordinates": [[1.1067, 0.8424, -0.9047], [0.4911, -0.5826, -0.9316], [-0.6457, -0.6928, -0.1082], [-1.0830, 0.1845, 1.0495], [2.2243, 0.8066, -1.0084], [0.9758, 1.8812, 0.0378], [0.3477, 1.2820, -1.8971], [0.1600, -0.9943, -1.9339], [0.8953, -1.2387, 1.0809], [-1.5652, -1.1513, -0.3346], [-0.8512, 1.2226, 0.7589], [0.4703, -1.6758, 0.1337], [-2.4973, 0.0562, 1.5472], [-0.0287, 0.0598, 2.5106]], "mol_weight_g_mol": 123.56, "homo_lumo_gap_ev": 10.9, "total_charge": 0, "e_lumo_ev": 0.69, "multiplicity": 1, "homo_energy_ev": -10.192}


Pick one: it beats the second-best structure by 2.214 eV.